1.
ORCA calculation (the ωB97M-V functional and the def2-TZVPD basis) on a molecular structure, C29H24Cu2F20N2O35S4 at a distorted geometry.

CARTESIAN COORDINATES (ANGSTROEM)
Cu1 0.0944 -2.3289 1.8336
Cu2 4.0861 -1.5540 2.7782
C1 4.5198 2.5963 4.2284
F1 3.9370 2.6529 5.4361
F2 3.6340 2.5705 3.2726
F3 5.2024 3.6631 4.1197
S1 5.6834 1.0460 4.2294
O1 7.0026 1.6486 4.4256
O2 5.3440 0.1243 5.3144
N1 5.2608 0.1726 2.7325
S2 6.2408 0.9285 1.7622
O3 6.1084 2.3573 1.7251
O4 7.6291 0.4150 1.8770
C2 5.6623 0.3462 0.0070
F4 5.5193 -1.0155 0.1121
F5 4.4272 0.9100 -0.1633
F6 6.5650 0.7335 -0.9617
C3 1.6212 -0.7531 -1.2180
F7 0.4326 -0.7247 -1.7254
F8 2.1024 -1.9731 -0.9009
F9 2.5531 -0.1271 -2.0085
S3 1.5956 0.1967 0.5169
O5 2.6493 -0.4372 1.3406
O6 1.8983 1.5928 0.2742
N2 0.0020 -0.3638 1.0713
S4 -0.8738 0.9936 0.8473
O7 -0.5995 2.1913 1.7248
O8 -1.1640 1.2655 -0.5423
C4 -2.6572 0.4779 1.4323
F10 -2.5308 0.5294 2.7845
F11 -3.5914 1.2740 0.9518
F12 -2.8829 -0.7879 0.9627
C5 2.4325 -3.5728 1.9499
O9 3.6027 -3.4080 1.6136
O10 1.4696 -3.9902 1.2823
O11 2.0389 -2.6978 2.7021
C6 0.6168 2.6255 -3.5247
C7 1.7273 3.1433 -4.3594
O12 2.4585 3.6786 -3.3215
C8 1.7884 4.0857 -2.2618
O13 2.2101 4.7320 -1.2716
O14 0.5669 3.5348 -2.4294
F13 1.3078 3.9671 -5.2336
H1 0.7443 1.6221 -3.1185
H2 -0.3792 2.7524 -3.9489
H3 2.3244 2.3678 -4.8391
C9 1.0336 -6.1294 -0.9509
C10 2.1046 -5.2651 -1.4567
O15 1.6643 -4.8818 -2.7454
C11 0.7409 -5.7985 -3.1157
O16 0.4150 -5.9767 -4.2493
O17 0.4749 -6.6551 -2.1023
F14 3.2568 -5.9706 -1.6381
H4 0.2859 -5.6235 -0.3400
H5 1.4292 -6.9455 -0.3463
H6 2.3121 -4.4460 -0.7682
C12 0.6800 -2.2251 -6.0672
C13 1.0976 -1.8434 -4.7430
O18 0.0440 -0.9543 -4.3185
C14 -1.0670 -1.3938 -4.9282
O19 -2.2866 -1.1039 -4.6947
O20 -0.7176 -2.3534 -5.7946
F15 2.2551 -1.2226 -4.8596
H7 1.1855 -3.1594 -6.3114
H8 0.8157 -1.5230 -6.8898
H9 1.2978 -2.6386 -4.0250
C15 0.2525 1.7873 5.3137
C16 0.7728 1.3107 6.6315
O21 1.8594 0.5085 6.2283
C17 1.7007 0.1531 4.9778
O22 2.5428 -0.4264 4.2271
O23 0.7603 0.8266 4.4539
F16 -0.1410 0.5917 7.3092
H10 0.7073 2.7375 5.0337
H11 -0.8144 1.6825 5.1168
H12 1.1197 2.0666 7.3360
C18 1.5165 5.0877 1.8241
C19 1.3451 4.5911 3.2585
O24 -0.0290 4.7831 3.4630
C20 -0.4987 5.6835 2.6110
O25 -1.6204 6.1258 2.6061
O26 0.4180 5.9503 1.7007
F17 2.0876 5.2827 4.1099
H13 1.3797 4.2952 1.0883
H14 2.4797 5.5463 1.6006
H15 1.6031 3.5356 3.3448
C21 -4.4349 0.4921 -3.3578
C22 -3.2199 1.2835 -2.7779
O27 -3.7791 2.1299 -1.8012
C23 -5.0505 2.2207 -1.9302
O28 -5.7994 2.9591 -1.3114
O29 -5.4557 1.3944 -2.9669
F18 -2.7133 1.9402 -3.8512
H16 -4.5070 -0.4921 -2.8949
H17 -4.2881 0.5030 -4.4378
H18 -2.4105 0.6234 -2.4661
C24 -7.3465 0.6393 0.8935
C25 -6.5655 -0.1549 1.9267
O30 -7.4406 -1.0780 2.4822
C26 -8.6356 -0.8158 1.9826
O31 -9.6777 -1.4045 2.2597
O32 -8.6271 0.1520 1.0086
F19 -5.9191 0.5406 2.8803
H19 -7.0300 0.3231 -0.1005
H20 -7.2865 1.7140 1.0656
H21 -5.8269 -0.6306 1.2815
C27 -2.5712 -4.3924 -2.7269
C28 -3.4906 -3.2116 -2.4364
O33 -2.7182 -2.3673 -1.7230
C29 -1.6744 -3.0643 -1.2010
O34 -0.8678 -2.7241 -0.3040
O35 -1.6346 -4.2532 -1.7527
F20 -4.4906 -3.5160 -1.6006
H22 -2.1696 -4.3615 -3.7398
H23 -3.1774 -5.2875 -2.5879
H24 -4.0358 -2.6328 -3.1820

Summary:
* orbital gap (alpha / beta): 5.41 / 6.28 eV
* expectation value of S²: 3.76
* electronic energy: -292067.185 eV
* multiplicity: 4
* net charge: -1
* lowest unoccupied orbital energy (alpha / beta): 1.44 / -1.56 eV

2.
ORCA calculation (the ωB97M-V functional and the def2-TZVPD basis) on a molecular structure, C29H24IN4O5Ti at a distorted geometry.

CARTESIAN COORDINATES (ANGSTROEM)
Ti1 0.4243 -0.2804 0.1789
C1 -0.5031 -3.7043 4.8078
O1 -0.1041 -2.7198 3.8864
C2 1.2236 -2.6355 3.6087
C3 2.2085 -3.3601 4.2386
C4 3.5538 -3.2033 3.8767
C5 3.8932 -2.3181 2.8879
C6 2.9026 -1.5812 2.2120
C7 3.2985 -0.5663 1.2642
N1 2.4506 0.0244 0.5111
N2 2.8527 1.1323 -0.2206
C8 1.8245 1.9349 -0.3215
O2 0.6642 1.7190 0.2261
C9 1.9799 3.1603 -1.1435
C10 0.8483 3.8825 -1.5110
C11 0.9687 4.9895 -2.3347
C12 2.2164 5.3890 -2.7897
C13 3.3485 4.6717 -2.4240
C14 3.2318 3.5588 -1.6092
C15 1.5395 -1.7258 2.5571
O3 0.5715 -1.0669 1.9860
H1 -1.5892 -3.6600 4.8409
H2 -0.1918 -4.7033 4.4834
H3 -0.0994 -3.5130 5.8082
H4 1.9519 -4.0600 5.0227
H5 4.3131 -3.7811 4.3868
H6 4.9309 -2.1751 2.6096
H7 4.3368 -0.2342 1.2534
H8 -0.1208 3.5397 -1.1730
H9 0.0812 5.5291 -2.6401
H10 2.3076 6.2506 -3.4400
H11 4.3231 4.9761 -2.7857
H12 4.1008 2.9790 -1.3308
C16 1.4938 1.0098 -3.9803
C17 0.0869 1.2430 -3.5097
N3 -0.6442 2.1340 -4.1868
C18 -1.8867 2.3599 -3.7588
C19 -2.4723 1.7429 -2.6749
C20 -3.8883 2.0722 -2.3154
O4 -4.8251 1.0561 -2.7062
C21 -1.7285 0.7706 -1.9388
C22 -2.3295 0.0597 -0.8736
N4 -1.6621 -0.8310 -0.0971
C23 -2.3373 -1.7369 0.6820
C24 -3.5658 -1.4778 1.3206
C25 -4.1779 -2.4219 2.1221
C26 -3.5994 -3.6696 2.3219
C27 -2.3986 -3.9622 1.6907
C28 -1.7918 -3.0204 0.8843
I1 -0.0461 -3.5348 -0.1553
C29 -0.3895 0.5384 -2.3959
O5 0.4303 -0.3245 -1.7868
H13 1.8277 1.8773 -4.5476
H14 1.5451 0.1310 -4.6300
H15 2.1616 0.8325 -3.1375
H16 -2.4596 3.0964 -4.3179
H17 -4.1995 2.9820 -2.8311
H18 -3.9796 2.2494 -1.2369
H19 -4.3521 0.2172 -2.7113
H20 -3.4000 0.1807 -0.7295
H21 -4.0169 -0.5008 1.2060
H22 -5.1152 -2.1756 2.6068
H23 -4.0776 -4.4111 2.9490
H24 -1.9398 -4.9349 1.8156

Summary:
* orbital gap (alpha / beta): 5.12 / 7.29 eV
* expectation value of S²: 2.03
* electronic energy: -77880.927 eV
* multiplicity: 3
* net charge: -1
* ΔE to the lowest compared entry with this formula, charge and spin: 0.062 eV
* lowest unoccupied orbital energy (alpha / beta): 2.37 / 2.37 eV

3.
ORCA calculation (the ωB97M-V functional and the def2-TZVPD basis) on a molecular structure, C29H24N11O6Ru at a distorted geometry.

CARTESIAN COORDINATES (ANGSTROEM)
Ru1 0.0005 -0.1493 -0.6115
C1 3.2888 -0.1988 -1.6205
N1 2.4232 -0.8789 -0.6585
C2 2.3982 -2.3390 -0.7135
C3 1.0688 -2.8335 -1.1744
N2 -0.0726 -2.1136 -1.1182
C4 -1.1149 -3.0041 -1.3727
C5 -2.4993 -2.8634 -1.2725
C6 -3.2771 -3.9738 -1.5481
C7 -2.7013 -5.1948 -1.9028
C8 -1.3209 -5.3615 -1.9652
C9 -0.5529 -4.2539 -1.6687
N3 0.8267 -4.0842 -1.5289
C10 2.5108 0.8725 -2.3039
N4 1.1858 0.9162 -2.3356
C11 0.8490 2.0362 -3.0885
C12 -0.3843 2.5481 -3.4951
C13 -0.3802 3.6847 -4.2791
C14 0.8120 4.3228 -4.6436
C15 2.0451 3.8166 -4.2703
C16 2.0340 2.6657 -3.5002
N5 3.0606 1.8898 -2.9753
H1 3.6501 -0.9065 -2.3701
H2 4.1667 0.2315 -1.1333
H3 2.6307 -0.5824 0.2868
H4 2.5482 -2.7485 0.2896
H5 3.1918 -2.7417 -1.3457
H6 -2.9371 -1.9389 -0.9278
H7 -4.3528 -3.8984 -1.4706
H8 -3.3417 -6.0418 -2.1076
H9 -0.8782 -6.3137 -2.2254
H10 1.5164 -4.8173 -1.6331
H11 -1.3057 2.0502 -3.2277
H12 -1.3169 4.0866 -4.6408
H13 0.7684 5.2294 -5.2308
H14 2.9662 4.2973 -4.5720
H15 4.0465 2.0537 -3.1209
N6 -1.2119 3.4506 0.8205
C17 0.0469 3.6011 1.3439
C18 0.7843 2.5509 0.8885
N7 -0.0199 1.7759 0.0966
C19 -1.2291 2.3407 0.0737
C20 -2.2470 1.7146 -0.7243
N8 -1.9466 0.5974 -1.3949
C21 -3.0621 0.2531 -2.1109
C22 -4.0422 1.1709 -1.8642
N9 -3.5099 2.0794 -0.9915
H16 -1.9837 4.0772 1.0022
H17 0.3214 4.4275 1.9775
H18 1.8208 2.3218 1.0688
H19 -3.0963 -0.5815 -2.7888
H20 -5.0493 1.2429 -2.2386
H21 -4.0061 2.8809 -0.6282
O1 -1.3246 -0.1050 1.4982
C23 -0.2644 -0.4394 2.0396
O2 0.7028 -0.8587 1.2814
C24 0.0062 -0.4035 3.5071
C25 -0.9841 -0.5119 4.4764
C26 -0.6082 -0.5123 5.8053
C27 0.7068 -0.4050 6.2217
C28 1.6690 -0.2747 5.2369
C29 1.3360 -0.2667 3.9002
N10 3.1052 -0.1566 5.6010
O3 3.3781 -0.1871 6.7718
O4 3.8888 -0.0392 4.6711
N11 -1.6769 -0.6426 6.8471
O5 -2.8124 -0.7288 6.4321
O6 -1.3066 -0.6475 7.9951
H22 -2.0293 -0.6089 4.2163
H23 0.9692 -0.4206 7.2708
H24 2.1225 -0.1585 3.1742

Summary:
* orbital gap (alpha / beta): 6.48 / 4.57 eV
* expectation value of S²: 6.02
* electronic energy: -61690.597 eV
* multiplicity: 5
* net charge: +3
* ΔE to the lowest compared entry with this formula, charge and spin: 0.279 eV
* lowest unoccupied orbital energy (alpha / beta): -10.37 / -12.15 eV